C30H27O4SV | ωB97M-V/def2-TZVPD

Each line ends with the Löwdin charge.
Atoms and positions in Å:
V1 -1.411 0.594 1.506  0.940
O1 -2.393 -0.560 -0.762  0.006
C1 -1.874 -1.812 -0.313  -0.339
C2 -1.521 -1.549 1.169  -0.628
O2 -0.493 -1.958 1.676  0.161
O3 -2.342 -0.797 1.779  -0.087
C3 -0.601 -2.199 -1.029  -0.164
C4 -0.063 -3.459 -0.796  -0.017
C5 1.104 -3.840 -1.431  -0.062
C6 1.733 -2.977 -2.313  -0.086
C7 1.208 -1.715 -2.527  -0.088
C8 0.051 -1.316 -1.878  -0.026
C9 -2.921 -2.905 -0.444  -0.143
C10 -3.236 -3.374 -1.717  -0.022
C11 -4.194 -4.356 -1.883  -0.068
C12 -4.851 -4.879 -0.782  -0.081
C13 -4.543 -4.418 0.485  -0.064
C14 -3.582 -3.435 0.656  -0.005
H1 -2.661 -0.664 -1.686  0.123
H2 -0.561 -4.131 -0.114  0.129
H3 1.517 -4.819 -1.244  0.105
H4 2.633 -3.290 -2.823  0.104
H5 1.700 -1.032 -3.202  0.103
H6 -0.330 -0.314 -2.029  0.115
H7 -2.715 -2.982 -2.581  0.125
H8 -4.426 -4.722 -2.872  0.105
H9 -5.600 -5.644 -0.910  0.104
H10 -5.050 -4.825 1.347  0.107
H11 -3.347 -3.089 1.652  0.119
C15 -3.391 4.285 4.668  -0.050
C16 -1.898 4.116 4.352  -0.635
C17 -1.334 5.389 3.707  -0.049
C18 -1.113 3.796 5.631  -0.050
C19 -1.745 3.016 3.410  -0.105
C20 -1.574 2.137 2.585  -0.104
H12 -3.530 5.092 5.384  0.083
H13 -3.795 3.367 5.088  0.085
H14 -3.947 4.516 3.761  0.085
H15 -1.406 6.218 4.407  0.083
H16 -1.884 5.637 2.802  0.086
H17 -0.289 5.243 3.440  0.087
H18 -1.205 4.620 6.336  0.082
H19 -0.059 3.651 5.401  0.087
H20 -1.490 2.889 6.098  0.086
C21 4.859 0.527 -4.923  -0.047
C22 6.220 0.271 -4.347  -0.748
O4 7.110 -0.289 -4.916  0.019
S1 6.559 0.975 -2.730  1.014
C23 4.955 1.064 -1.928  -0.550
C24 4.252 2.260 -1.844  -0.093
C25 3.031 2.288 -1.196  -0.013
C26 2.529 1.124 -0.605  -0.244
C27 3.268 -0.064 -0.659  -0.025
C28 4.474 -0.094 -1.325  -0.090
C29 1.284 1.109 0.061  -0.081
C30 0.212 1.094 0.646  -0.086
H21 4.577 -0.297 -5.575  0.089
H22 4.931 1.431 -5.530  0.097
H23 4.103 0.682 -4.161  0.054
H24 4.666 3.152 -2.292  0.109
H25 2.466 3.207 -1.129  0.121
H26 2.875 -0.945 -0.173  0.124
H27 5.057 -1.003 -1.376  0.112

The HOMO-LUMO gap (spin up / spin down) is 7.44 / 8.23 eV. As for the spin multiplicity: 3. The expectation value of S² is 2.02. The HOMO energy (spin up / spin down) is -8.264 / -8.676 eV. The calculation puts the LUMO energy (spin up / spin down) at -0.82 / -0.44 eV.

=====

C30H28BN4O4 | ωB97M-V/def2-TZVPD

Each line ends with the Löwdin charge.
Atoms and positions in Å:
N1 1.982 -5.996 -0.306  -0.026
B1 1.435 -4.693 0.333  -0.638
C1 -0.013 -4.847 1.111  -0.188
C2 -1.221 -5.311 0.297  -0.692
N2 -1.301 -4.618 -0.985  0.073
N3 -1.112 -6.735 -0.009  0.059
N4 -2.488 -5.075 1.107  0.039
H1 1.259 -6.646 -0.587  -0.019
H2 2.635 -6.468 0.303  -0.012
H3 1.338 -3.767 -0.473  0.012
H4 2.257 -4.305 1.180  0.031
H5 -0.282 -3.856 1.495  0.071
H6 0.046 -5.498 1.992  0.078
H7 -1.551 -3.649 -0.810  0.068
H8 -2.045 -5.022 -1.550  0.059
H9 -1.962 -7.008 -0.493  0.055
H10 -1.091 -7.211 0.884  0.069
H11 -3.163 -4.546 0.570  0.033
H12 -2.264 -4.569 1.953  0.037
C3 0.092 -0.816 -2.135  -0.042
C4 1.037 -1.833 -2.197  -0.046
C5 2.389 -1.523 -2.211  0.020
C6 2.795 -0.196 -2.178  -0.081
C7 1.839 0.830 -2.126  -0.091
C8 0.487 0.511 -2.099  -0.011
C9 2.241 2.253 -2.096  -0.272
O1 1.417 3.150 -2.029  0.066
C10 3.697 2.575 -2.138  -0.080
C11 4.098 3.905 -2.148  -0.013
C12 5.445 4.222 -2.178  -0.072
C13 6.398 3.208 -2.193  -0.068
C14 6.003 1.882 -2.187  -0.006
C15 4.652 1.560 -2.164  -0.077
C16 4.247 0.120 -2.178  -0.277
O2 5.094 -0.747 -2.195  0.110
H13 -0.962 -1.060 -2.105  0.105
H14 0.724 -2.869 -2.206  0.086
H15 3.125 -2.314 -2.228  0.130
H16 -0.251 1.299 -2.047  0.102
H17 3.350 4.686 -2.136  0.114
H18 5.755 5.258 -2.189  0.101
H19 7.452 3.456 -2.212  0.102
H20 6.735 1.087 -2.200  0.118
C17 -6.132 1.435 3.094  -0.063
C18 -5.816 0.588 2.037  -0.059
C19 -4.661 0.794 1.302  0.000
C20 -3.818 1.851 1.619  -0.078
C21 -4.140 2.708 2.674  -0.083
C22 -5.298 2.492 3.412  -0.007
C23 -3.265 3.864 3.018  -0.279
O3 -3.545 4.603 3.940  0.096
C24 -2.041 4.081 2.200  -0.087
C25 -1.223 5.169 2.479  -0.009
C26 -0.073 5.376 1.736  -0.057
C27 0.270 4.495 0.715  -0.042
C28 -0.541 3.411 0.433  0.015
C29 -1.701 3.204 1.167  -0.072
C30 -2.571 2.046 0.827  -0.269
O4 -2.283 1.285 -0.073  0.112
H21 -7.032 1.267 3.672  0.104
H22 -6.471 -0.237 1.789  0.106
H23 -4.402 0.135 0.486  0.121
H24 -5.536 3.156 4.231  0.117
H25 -1.492 5.845 3.278  0.116
H26 0.560 6.226 1.953  0.104
H27 1.169 4.652 0.133  0.100
H28 -0.276 2.728 -0.361  0.090

The HOMO-LUMO gap is 3.84 eV. The HOMO energy is -3.210 eV. The calculation puts the LUMO energy at 0.63 eV. Its net charge is -1.

=====

C30H28Br2CoN2OSi2 | ωB97M-V/def2-TZVPD

Each line ends with the Löwdin charge.
Atoms and positions in Å:
Co1 -0.741 -0.116 -0.150  0.162
C1 2.753 1.279 0.318  -0.222
Si1 1.292 0.214 0.937  0.585
C2 2.198 -1.310 1.676  -0.233
C3 0.905 1.222 2.561  -0.311
C4 1.839 1.392 3.603  -0.123
C5 1.540 2.122 4.753  -0.137
C6 0.283 2.715 4.875  -0.136
C7 -0.651 2.558 3.851  -0.120
C8 -0.367 1.810 2.690  -0.308
Si2 -1.656 1.557 1.246  0.588
C9 -3.280 1.343 2.248  -0.255
C10 -1.770 3.376 0.695  -0.249
H1 3.449 1.472 1.148  0.008
H2 2.391 2.248 -0.060  0.024
H3 3.312 0.786 -0.496  0.005
H4 3.182 -1.031 2.090  0.007
H5 2.358 -2.090 0.910  -0.001
H6 1.597 -1.755 2.483  0.006
H7 2.828 0.931 3.519  0.082
H8 2.275 2.229 5.547  0.076
H9 0.036 3.296 5.761  0.076
H10 -1.630 3.028 3.959  0.079
H11 -3.508 2.241 2.848  -0.002
H12 -3.206 0.481 2.934  0.005
H13 -4.131 1.161 1.572  0.006
H14 -2.041 4.013 1.555  0.006
H15 -2.513 3.530 -0.104  0.001
H16 -0.795 3.706 0.308  0.016
Br1 -1.297 3.498 -3.310  0.715
C11 0.210 2.360 -3.467  -0.604
C12 1.059 2.557 -4.557  -0.217
C13 2.143 1.754 -4.751  -0.645
Br2 3.276 2.113 -6.259  0.654
C14 2.424 0.677 -3.882  -0.194
C15 3.510 -0.210 -4.038  -0.073
C16 3.655 -1.248 -3.185  -0.073
C17 2.708 -1.424 -2.156  -0.154
N1 1.717 -0.612 -1.963  0.111
C18 1.545 0.443 -2.773  -0.130
C19 0.390 1.341 -2.491  -0.415
O1 -0.363 1.246 -1.501  -0.178
H17 0.844 3.350 -5.259  0.079
H18 4.207 -0.061 -4.850  0.062
H19 4.481 -1.940 -3.298  0.091
H20 2.777 -2.262 -1.465  0.099
C20 -1.546 -2.493 3.266  -0.096
C21 -2.148 -3.623 2.721  -0.119
C22 -2.285 -3.678 1.348  -0.043
C23 -1.837 -2.634 0.533  -0.213
N2 -1.257 -1.522 1.072  -0.015
C24 -1.129 -1.492 2.422  -0.160
C25 -1.962 -2.601 -0.927  -0.209
C26 -2.499 -3.660 -1.680  -0.078
C27 -2.598 -3.549 -3.056  -0.143
C28 -2.157 -2.372 -3.680  -0.133
C29 -1.623 -1.344 -2.921  -0.112
C30 -1.497 -1.408 -1.514  -0.098
H21 -1.399 -2.386 4.333  0.092
H22 -2.500 -4.431 3.352  0.081
H23 -2.756 -4.535 0.881  0.087
H24 -0.665 -0.605 2.830  0.078
H25 -2.836 -4.575 -1.197  0.080
H26 -3.011 -4.364 -3.641  0.074
H27 -2.236 -2.270 -4.762  0.080
H28 -1.296 -0.451 -3.453  0.082

The HOMO-LUMO gap (spin up / spin down) is 3.19 / 4.98 eV. As for the spin multiplicity: 2. The expectation value of S² is 0.83. The HOMO energy (spin up / spin down) is 0.798 / -0.993 eV. The calculation puts the LUMO energy (spin up / spin down) at 3.99 / 3.98 eV. Its net charge is -2.

=====

no.,energy (a.u.)
1,-2802.3637
2,-1704.9338
3,-8454.5656